This record from OMol25 describes a 2-piece molecular cluster, C3H10NO3 overall. The level of theory is ωB97M-V/def2-TZVPD.

Each line ends with the natural charge from an NBO analysis.
Geometry (Å):
C: 2.46280 -0.04263 0.19051  -0.656
C: 1.16848 0.45465 -0.39814  -0.081
C: -1.06156 0.72740 0.12934  1.100
N: -1.49166 -1.44440 -0.09547  -1.054
O: -2.06728 0.95985 0.96821  -0.638
O: -1.22888 1.02282 -1.08244  -0.629
O: 0.10885 0.57653 0.61607  -0.463
H: 3.00450 0.54392 0.98456  0.245
H: 2.36456 -0.97681 0.68227  0.228
H: 3.11161 -0.30777 -0.61387  0.251
H: 0.79504 -0.33984 -1.05336  0.201
H: 1.23925 1.46083 -0.91316  0.225
H: -1.47313 -1.75701 -1.01932  0.400
H: -0.84973 -1.65270 0.58212  0.384
H: -2.37875 -1.89526 0.28182  0.400
H: -1.69749 1.02283 1.92487  0.536
H: -2.00659 1.64758 -1.18400  0.550

Its net charge is +1. The maximum force is 4.96 eV Å⁻¹. As for the relative energy (zero: lowest compared OMol25 entry of this formula, charge and spin): 50.8 kcal per mole. The value obtained for the LUMO energy is -3.3 eV. For the orbital gap, the calculation gives 11.9 eV.

This record from OMol25 describes a 3-piece molecular cluster, C3H10NO4 overall. The level of theory is ωB97M-V/def2-TZVPD.

Each line ends with the natural charge from an NBO analysis.
Geometry (Å):
O: -0.18688 1.51954 -0.12363  -0.761
C: -0.39049 0.30855 -0.25517  0.764
O: -0.72776 -0.53019 0.63719  -0.796
C: -0.24784 -0.29275 -1.70415  -0.160
C: 0.18570 -1.74563 -1.64315  -0.607
N: 0.59041 0.55494 -2.53560  -0.864
H: -1.26646 -0.28531 -2.10190  0.170
H: -0.66751 -2.29829 -1.27582  0.226
H: 0.57017 -2.13819 -2.58331  0.182
H: 1.00728 -1.89220 -0.93806  0.193
H: 0.59832 1.47701 -2.11194  0.386
H: 1.56046 0.25151 -2.58553  0.334
H: -1.44985 0.24229 1.83899  0.501
H: -1.94855 1.67893 1.94577  0.452
O: -1.77698 0.92022 2.51854  -1.021
H: 2.01672 -1.51760 2.08151  0.463
H: 2.55157 -0.13148 1.74770  0.463
O: 2.05055 -0.61133 2.41323  -0.925

Its net charge is -1. The maximum force is 1.22 eV Å⁻¹. As for the relative energy (zero: lowest compared OMol25 entry of this formula, charge and spin): 22.1 kcal per mole. The value obtained for the LUMO energy is 3.7 eV. For the orbital gap, the calculation gives 8.1 eV.

This record from OMol25 describes a 3-piece molecular cluster, C3H10NO4 overall. The level of theory is ωB97M-V/def2-TZVPD.

Each line ends with the natural charge from an NBO analysis.
Geometry (Å):
O: 2.71984 -0.53077 -2.28000  -0.562
C: 1.74622 -0.06238 -1.73806  0.454
C: 1.47868 -0.22723 -0.28169  -0.357
N: 0.95045 0.99682 0.34699  -0.674
C: -0.55989 1.10760 0.19880  0.098
O: -1.14174 -0.13088 0.41139  -0.973
H: 1.05139 0.63176 -2.24211  0.109
H: 2.39688 -0.44056 0.32899  0.195
H: 0.84010 -1.12130 -0.08495  0.231
H: 1.16662 0.93386 1.32677  0.357
H: -0.81087 1.48035 -0.79667  0.116
H: -0.90475 1.78883 0.98221  0.135
H: 0.03459 -0.99565 2.84326  0.444
H: -1.19058 -0.46163 1.98830  0.517
O: -0.74693 -0.43292 2.90739  -1.030
H: -1.69643 -0.94819 -0.92106  0.509
H: -2.94221 -0.41766 -1.36235  0.450
O: -2.39137 -1.17005 -1.62721  -1.018

Its net charge is -1. The maximum force is 2.57 eV Å⁻¹. As for the relative energy (zero: lowest compared OMol25 entry of this formula, charge and spin): 60.8 kcal per mole. The value obtained for the LUMO energy is 3.8 eV. For the orbital gap, the calculation gives 8.3 eV.

This record from OMol25 describes a 3-piece molecular cluster, C3H10NO4 overall. The level of theory is ωB97M-V/def2-TZVPD.

Each line ends with the natural charge from an NBO analysis.
Geometry (Å):
C: -1.58732 -1.51363 -0.27047  -0.187
N: -0.52252 -0.74933 0.47292  -0.733
C: -0.59200 0.75226 0.25131  0.897
O: -1.75494 1.07163 0.34951  -0.734
O: 0.55208 1.27968 -0.04206  -0.876
C: -1.37921 -3.08567 -0.22794  -0.647
H: -2.47441 -1.09804 0.01026  0.208
H: -1.48564 -1.12797 -1.46109  0.122
H: 0.47108 -0.91507 0.07728  0.348
H: -2.24737 -3.59279 0.15245  0.200
H: -0.71433 -3.28557 0.64212  0.215
H: -1.02161 -3.38544 -1.19745  0.208
H: 2.98153 3.21287 -0.78020  0.461
H: 1.58961 2.71412 -0.99885  0.509
O: 2.36559 3.13088 -1.44244  -0.981
H: 2.03569 1.47985 1.55902  0.486
H: 1.43672 2.69928 1.30331  0.487
O: 2.34706 2.41294 1.60235  -0.983

Its net charge is -1. The maximum force is 5.63 eV Å⁻¹. As for the relative energy (zero: lowest compared OMol25 entry of this formula, charge and spin): 42.1 kcal per mole. The value obtained for the LUMO energy is 3.8 eV. For the orbital gap, the calculation gives 8.6 eV.

This record from OMol25 describes a 2-piece molecular cluster, C3H10NO4P2 overall. The level of theory is ωB97M-V/def2-TZVPD.

Each line ends with the natural charge from an NBO analysis.
Geometry (Å):
C: -1.28188 -0.10273 1.51555  -0.433
C: -1.48690 1.34543 -0.42153  -0.426
C: 0.47085 -0.07739 -0.47023  -0.865
N: -0.86535 0.10716 0.06703  -0.589
O: 2.76710 -1.43164 -0.63557  -1.045
O: 0.82467 2.72604 -0.34391  -1.105
O: 0.97989 -2.79371 -0.33125  -1.059
O: 2.97603 1.32931 -0.07346  -1.111
P: 1.54213 -1.40903 0.36420  1.296
P: 1.50411 1.41358 -0.26115  2.137
H: -0.75775 0.63987 2.10126  0.212
H: -2.41329 -0.22280 1.64689  0.213
H: -0.83522 -1.12107 1.74783  0.223
H: -2.55298 1.31029 -0.50160  0.190
H: -1.08131 2.15187 0.35975  0.232
H: -1.11362 1.54045 -1.46848  0.237
H: -0.92006 -1.61366 -1.34847  -0.529
H: -1.29870 -0.68084 -0.58175  0.387
H: 0.12804 -2.52104 -0.67759  0.502
H: 3.41425 -0.59009 -0.68752  0.532

Its net charge is -1. The maximum force is 5.60 eV Å⁻¹. As for the relative energy (zero: lowest compared OMol25 entry of this formula, charge and spin): 4.4 kcal per mole. The value obtained for the LUMO energy is 3.4 eV. For the orbital gap, the calculation gives 6.9 eV.

This record from OMol25 describes one molecule with the formula C3H10NOP. The level of theory is ωB97M-V/def2-TZVPD.

Each line ends with the natural charge from an NBO analysis.
Geometry (Å):
C: -0.13845 0.46202 1.42691  -0.613
C: -0.47283 0.82179 -0.01088  -0.071
C: -1.49104 -0.18716 -0.53288  -0.623
N: 0.65466 0.82598 -0.88435  -1.039
P: 1.57940 -0.45883 -0.87649  1.651
O: 2.55315 -0.48030 -2.13930  -0.979
H: 0.12055 -0.51680 1.54429  0.182
H: 0.78925 1.05673 1.76989  0.215
H: -1.13996 0.71496 1.96094  0.214
H: -0.84137 1.85639 0.03069  0.189
H: -1.73570 -0.10611 -1.65458  0.221
H: -2.43971 -0.32027 0.09123  0.207
H: -1.05437 -1.16134 -0.41290  0.186
H: 2.55988 -0.79889 0.00484  -0.138
H: 0.91336 -1.64687 -0.69201  -0.118
H: 2.64495 0.27163 -2.63889  0.515

The structure (SMILES) is CC(C)N=[PH2]O. Its net charge is 0. The maximum force is 4.42 eV Å⁻¹. As for the relative energy (zero: lowest compared OMol25 entry of this formula, charge and spin): 55.5 kcal per mole. The value obtained for the LUMO energy is 0.9 eV. For the orbital gap, the calculation gives 9.5 eV.

This record from OMol25 describes a 2-piece molecular cluster, C3H10NOPS overall. The level of theory is ωB97M-V/def2-TZVPD.

Each line ends with the natural charge from an NBO analysis.
Geometry (Å):
C: 0.82740 -0.70498 0.75916  -0.454
C: 1.58869 0.12251 -0.00394  -0.208
C: 1.25087 0.47411 -1.48251  -0.660
P: 2.96604 1.19700 0.67205  0.285
H: 1.11766 -1.00912 1.81923  0.210
H: 0.25445 -1.39906 0.16697  0.200
H: 2.18039 0.99390 -1.87835  0.209
H: 0.97905 -0.37672 -2.01492  0.218
H: 0.31620 1.07344 -1.55804  0.242
H: 3.16214 0.45773 1.81399  -0.029
H: 4.00373 0.61503 -0.15570  -0.015
N: -2.19710 0.22676 -0.41060  -0.961
S: -2.38527 -0.54548 1.13507  0.616
O: -4.14500 -0.49880 1.19272  -0.881
H: -2.72479 -0.32574 -1.12582  0.372
H: -2.68977 1.10720 -0.30992  0.373
H: -4.50467 -1.40778 1.38060  0.483

The structure (SMILES) is C=C(C)P.NSO. Its net charge is 0. The maximum force is 2.66 eV Å⁻¹. As for the relative energy (zero: lowest compared OMol25 entry of this formula, charge and spin): 102.7 kcal per mole. The value obtained for the LUMO energy is 0.5 eV. For the orbital gap, the calculation gives 9.2 eV.

This record from OMol25 describes a 2-piece molecular cluster, C3H10NOS overall. The level of theory is ωB97M-V/def2-TZVPD.

Each line ends with the natural charge from an NBO analysis.
Geometry (Å):
C: -0.03509 -2.07865 1.09958  -0.756
S: 0.77618 -2.93435 -0.26890  0.114
C: 1.47799 -1.47688 -1.03649  -0.761
H: -0.63182 -1.26066 0.70626  0.301
H: 0.76245 -1.64042 1.68873  0.197
H: -0.53080 -2.77695 1.75954  0.198
H: 0.72231 -0.70567 -1.15274  0.278
H: 2.25558 -1.05249 -0.41504  0.199
H: 1.83178 -1.75014 -2.02717  0.201
N: -0.56946 3.12833 0.03762  -0.916
C: -1.37615 1.83141 0.01110  0.142
O: -0.64070 0.73233 0.14928  -0.972
H: 0.30538 2.81879 0.47210  0.342
H: -0.25953 3.29222 -0.92137  0.316
H: -2.10475 2.00103 0.82394  0.061
H: -1.98335 1.87212 -0.92645  0.054

Its net charge is -1. The maximum force is 0.79 eV Å⁻¹. As for the relative energy (zero: lowest compared OMol25 entry of this formula, charge and spin): 37.0 kcal per mole. The value obtained for the LUMO energy is 3.4 eV. For the orbital gap, the calculation gives 6.3 eV.

This record from OMol25 describes a 2-piece molecular cluster, C3H10NOS overall. The level of theory is ωB97M-V/def2-TZVPD.

Each line ends with the natural charge from an NBO analysis.
Geometry (Å):
C: 1.95544 1.08192 1.58649  -0.221
C: 1.50165 0.66118 0.19054  -0.527
S: -0.24279 0.16101 0.15991  -0.736
N: 1.82613 0.04746 2.59603  -0.865
H: 1.38206 1.93887 1.94403  0.177
H: 3.01165 1.38186 1.53604  0.154
H: 2.13524 -0.19071 -0.09362  0.166
H: 1.68135 1.45060 -0.54480  0.179
H: 2.42970 -0.73579 2.45484  0.334
H: 0.87563 -0.29195 2.55853  0.378
C: -2.63350 -0.37418 -2.40068  -0.245
O: -1.96996 -1.53255 -1.91434  -0.773
H: -3.09148 0.14663 -1.56081  0.166
H: -1.91681 0.28716 -2.88679  0.162
H: -3.39845 -0.69149 -3.10931  0.146
H: -1.54980 -1.19914 -1.09513  0.503

Its net charge is -1. The maximum force is 1.00 eV Å⁻¹. As for the relative energy (zero: lowest compared OMol25 entry of this formula, charge and spin): 17.3 kcal per mole. The value obtained for the LUMO energy is 4.1 eV. For the orbital gap, the calculation gives 6.9 eV.

This record from OMol25 describes a 2-piece molecular cluster, C3H10NOS overall. The level of theory is ωB97M-V/def2-TZVPD.

Each line ends with the natural charge from an NBO analysis.
Geometry (Å):
C: 0.74262 -0.02973 2.38342  -0.615
C: 0.27318 0.34663 0.96165  -0.057
C: 0.53790 -0.81236 -0.02620  -0.537
S: -0.51024 -0.82116 -1.55288  -0.756
N: -1.14240 0.81228 1.04586  -0.863
H: 1.83250 0.01276 2.41796  0.191
H: 0.35395 -0.99523 2.69346  0.192
H: 0.38437 0.78720 3.01373  0.205
H: 0.79746 1.26460 0.71566  0.167
H: 1.57930 -0.64829 -0.33079  0.185
H: 0.40296 -1.81118 0.36717  0.186
H: -1.27460 1.19886 0.12015  0.376
H: -1.73690 -0.00649 1.15855  0.347
H: -1.43752 0.59215 -4.38975  0.460
H: -0.19932 -0.10616 -3.87143  0.506
O: -0.60327 0.21612 -4.70655  -0.988

Its net charge is -1. The maximum force is 1.80 eV Å⁻¹. As for the relative energy (zero: lowest compared OMol25 entry of this formula, charge and spin): 7.1 kcal per mole. The value obtained for the LUMO energy is 4.0 eV. For the orbital gap, the calculation gives 6.8 eV.

This record from OMol25 describes a 2-piece molecular cluster, C3H10NOS overall. The level of theory is ωB97M-V/def2-TZVPD.

Each line ends with the natural charge from an NBO analysis.
Geometry (Å):
C: -1.80526 -1.40153 0.95730  -0.414
N: -1.46767 -0.41373 -0.05843  -0.631
C: -0.32565 0.41072 0.41566  -0.250
C: 0.29651 1.33981 -0.64604  -0.541
S: 1.69997 2.24824 0.04056  -0.705
H: -2.47030 -2.19776 0.60676  0.176
H: -0.85332 -1.88533 1.13499  0.194
H: -2.19105 -1.09292 1.94220  0.154
H: -2.18582 0.28820 -0.21701  0.340
H: 0.52945 -0.18990 0.73921  0.184
H: -0.63597 1.06593 1.23502  0.168
H: 0.72807 0.88762 -1.53884  0.180
H: -0.55005 1.98937 -0.95508  0.158
H: 2.50466 -0.20332 -0.69961  0.491
H: 3.32360 -0.37392 -1.94848  0.451
O: 3.40284 -0.47148 -1.00820  -0.952

Its net charge is -1. The maximum force is 1.31 eV Å⁻¹. As for the relative energy (zero: lowest compared OMol25 entry of this formula, charge and spin): 27.6 kcal per mole. The value obtained for the LUMO energy is 3.7 eV. For the orbital gap, the calculation gives 6.2 eV.

This record from OMol25 describes a 2-piece molecular cluster, C3H10NOS overall. The level of theory is ωB97M-V/def2-TZVPD.

Each line ends with the natural charge from an NBO analysis.
Geometry (Å):
C: -0.43322 0.77871 0.50179  -0.427
C: -1.56557 0.82352 -0.51754  -0.504
S: -1.05400 0.34606 -2.21070  -0.695
C: -0.18718 -0.62439 1.02298  -0.231
N: 1.10279 -0.96583 1.60392  -0.850
H: 0.46306 1.25173 0.08622  0.200
H: -0.74381 1.49093 1.28633  0.168
H: -2.35774 0.13237 -0.20095  0.172
H: -2.03607 1.78271 -0.53260  0.178
H: -1.07666 -0.87733 1.63992  0.151
H: -0.41821 -1.26539 0.18256  0.205
H: 1.66072 -0.14232 1.76155  0.344
H: 1.57759 -1.48857 0.87980  0.374
H: 2.30889 -0.06926 -2.13536  0.451
H: 0.91149 -0.42547 -1.75034  0.489
O: 1.84791 -0.74748 -1.61758  -1.027

Its net charge is -1. The maximum force is 1.56 eV Å⁻¹. As for the relative energy (zero: lowest compared OMol25 entry of this formula, charge and spin): 8.7 kcal per mole. The value obtained for the LUMO energy is 4.1 eV. For the orbital gap, the calculation gives 6.9 eV.